# HNP2

An isolated molecule of HNP2 at a distorted geometry (wB97M-V/def2-TZVPD, the OMol25 dataset).

```
4
Properties=species:S:1:pos:R:3:lowdin_charge:R:1
N -0.78140 -0.35306 -0.54417 -0.74
P -0.68630 -0.79482 0.99597 0.51
P 0.96022 -0.06820 -0.21615 0.42
H 0.50748 1.21608 -0.23565 -0.19
```

Output
HOMO level   -8.85 eV
F_max   0.0414 Eh/bohr
Energy   -20081.564 eV
M   76.96 g mol⁻¹
SMILES string   N1=P#[PH]1
Gap between HOMO and LUMO   8.010 eV
Relative energy (zero: lowest compared OMol25 entry of this formula, charge and spin)   22.6 kJ/mol